C37H65Cl8N4O2P | ωB97M-V with the def2-TZVPD basis set

Each line ends with the Löwdin charge.
CARTESIAN COORDINATES (ANGSTROEM)
C (3.13290, 0.61201, -0.03050)  -0.15
C (2.00769, 0.79680, 1.05037)  -0.27
C (2.15459, 2.14534, 1.86602)  -0.20
C (0.85520, 2.42329, 2.71311)  -0.21
C (0.12151, 3.75948, 2.35837)  -0.22
C (-0.58275, 3.76410, 0.95596)  -0.21
C (-1.81380, 2.75975, 0.87142)  -0.19
C (-3.20035, 3.52389, 0.87641)  -0.23
C (-4.28799, 2.80419, 1.78228)  -0.19
C (-4.74453, 1.43607, 1.14713)  -0.20
C (-6.28273, 1.34749, 0.78476)  -0.19
C (-6.59979, 1.18892, -0.74469)  -0.20
C (-6.70700, -0.32799, -1.21668)  -0.13
C (-5.25951, -0.91622, -1.05987)  -0.22
C (-4.97137, -1.76794, 0.12159)  -0.06
N (-3.78253, -2.33236, 0.44956)  0.13
C (-2.83796, -1.96425, -0.49585)  -0.14
C (-1.43361, -2.46811, -0.27343)  -0.13
C (-1.12026, -3.35965, 0.96428)  -0.12
C (0.07694, -2.83937, 1.85676)  -0.24
O (0.84782, -3.93606, 2.35080)  -0.10
C (-0.36312, -2.13088, -1.17228)  -0.04
C (-0.60022, -1.28233, -2.40862)  -0.27
P (0.89079, -0.93731, -3.44189)  0.77
N (0.66249, -0.12874, -4.79120)  -0.30
C (-1.94903, -0.81163, -2.63187)  -0.13
C (-2.29409, 0.04934, -3.87244)  -0.17
C (-2.70671, -0.97750, -5.03821)  -0.18
C (-2.42673, -0.43410, -6.48565)  -0.17
C (-1.10070, -1.07220, -7.08924)  -0.24
N (-1.36307, -1.97881, -8.23969)  0.01
C (-0.06124, -2.21190, -8.84789)  -0.48
C (0.52665, -1.24167, -9.93930)  -0.02
O (0.62592, -3.15004, -8.51009)  0.07
C (-3.07674, -1.13964, -1.68597)  -0.12
N (-4.31721, -0.60051, -1.97933)  0.17
H (4.14716, 0.78612, 0.41360)  0.07
H (3.11006, -0.40509, -0.50733)  0.03
H (2.94783, 1.34796, -0.85953)  0.07
H (1.00980, 0.73545, 0.54876)  0.10
H (2.05875, -0.08719, 1.74535)  0.09
H (2.99274, 1.94781, 2.59263)  0.10
H (2.49088, 2.99827, 1.22973)  0.11
H (1.18355, 2.51522, 3.78479)  0.11
H (0.17023, 1.53772, 2.65522)  0.10
H (0.89326, 4.57929, 2.41573)  0.10
H (-0.65580, 4.03124, 3.12336)  0.11
H (0.19966, 3.46842, 0.19954)  0.10
H (-0.88248, 4.80566, 0.66496)  0.05
H (-1.72196, 2.27879, -0.14373)  0.10
H (-1.74406, 1.93279, 1.61829)  0.10
H (-3.01695, 4.53357, 1.34298)  0.04
H (-3.52878, 3.62058, -0.18482)  0.11
H (-5.15890, 3.47461, 1.97848)  0.10
H (-3.73758, 2.54955, 2.73035)  0.11
H (-4.14883, 1.28279, 0.20559)  0.09
H (-4.50612, 0.53983, 1.78355)  0.10
H (-6.78330, 2.24913, 1.21045)  0.10
H (-6.72801, 0.44777, 1.29570)  0.10
H (-7.63574, 1.60815, -0.90199)  0.11
H (-5.92274, 1.78390, -1.41365)  0.11
H (-7.34821, -0.88464, -0.48563)  0.11
H (-7.07795, -0.41007, -2.26435)  0.12
H (-5.82270, -1.95902, 0.81996)  0.12
H (-2.00188, -3.54719, 1.61460)  0.10
H (-0.80674, -4.36161, 0.55111)  0.12
H (0.72571, -2.09040, 1.34440)  0.09
H (-0.38377, -2.34575, 2.75497)  0.13
H (0.94990, -4.62172, 1.67819)  0.08
H (0.66413, -2.50632, -0.93839)  0.11
H (1.46712, -2.22463, -3.72309)  0.01
H (1.81848, -0.23947, -2.60298)  0.00
H (1.22800, 0.72343, -4.70572)  -0.02
H (-3.21762, 0.67032, -3.71928)  0.10
H (-1.50007, 0.75919, -4.18575)  0.09
H (-2.26385, -1.98070, -4.83142)  0.11
H (-3.81997, -1.10889, -4.92988)  0.10
H (-2.44608, 0.67628, -6.56433)  0.11
H (-3.26201, -0.82717, -7.13509)  0.10
H (-0.65640, -1.69485, -6.27641)  0.09
H (-0.42537, -0.21676, -7.35145)  0.10
H (-1.99643, -1.53190, -8.90513)  0.10
H (0.61796, -0.19700, -9.54334)  0.07
H (-0.10513, -1.27742, -10.86579)  0.08
H (1.55533, -1.55723, -10.24210)  0.08
Cl (4.26694, -2.57973, 1.20184)  0.56
C (4.28915, -4.11513, 2.10532)  -0.67
C (5.66087, -4.43540, 2.65432)  -0.73
Cl (6.82848, -4.82696, 1.36126)  0.54
H (3.93052, -4.90306, 1.44358)  0.07
H (3.57717, -4.00841, 2.92424)  0.04
H (5.60424, -5.30645, 3.30077)  0.02
H (6.06331, -3.60721, 3.23240)  0.01
Cl (0.39932, 7.59600, 0.82341)  0.55
C (-0.94889, 8.75224, 0.69097)  -0.66
C (-2.22741, 8.20868, 1.28671)  -0.64
Cl (-2.89176, 6.85671, 0.33480)  0.60
H (-1.07462, 9.00672, -0.36039)  0.07
H (-0.64733, 9.65298, 1.22624)  0.07
H (-2.98884, 8.98860, 1.30162)  0.07
H (-2.07648, 7.85968, 2.30737)  0.07
Cl (4.44349, -1.68343, 4.63650)  0.55
C (5.66505, -0.41862, 4.36167)  -0.64
C (6.89849, -0.62390, 5.21109)  -0.66
Cl (6.57474, -0.36226, 6.94216)  0.52
H (5.20120, 0.54762, 4.55498)  0.07
H (5.93281, -0.46213, 3.30455)  0.07
H (7.66871, 0.09146, 4.92217)  0.08
H (7.30332, -1.62872, 5.09261)  0.03
Cl (5.26442, -4.54594, 5.73626)  0.60
C (6.46034, -5.40443, 6.74045)  -0.63
C (6.95868, -4.55232, 7.88466)  -0.64
Cl (7.95596, -3.18794, 7.32178)  0.56
H (7.27708, -5.72541, 6.09490)  0.07
H (5.96589, -6.29442, 7.13096)  0.07
H (7.58616, -5.15119, 8.54483)  0.07
H (6.13445, -4.14789, 8.47076)  0.07

* gap between HOMO and LUMO: 7.95 eV
* total charge: 0
* 2S+1: 1

***

C37H65O23 | ωB97M-V with the def2-TZVPD basis set

Each line ends with the Löwdin charge.
CARTESIAN COORDINATES (ANGSTROEM)
C (2.11425, 1.48412, 1.32403)  -0.04
C (0.80596, 2.25000, 1.46778)  -0.28
C (0.81748, 3.61603, 1.52929)  -0.08
C (-0.35564, 4.29985, 1.62039)  -0.10
C (-1.54486, 3.61983, 1.67083)  -0.06
C (-1.53375, 2.25367, 1.62932)  -0.22
C (-2.84845, 1.46660, 1.66732)  -0.07
C (-2.70683, 0.30551, 0.64107)  -0.74
O (-2.80579, 0.65073, -0.56665)  -0.06
O (-2.47048, -0.86024, 1.03444)  -0.08
C (-0.36727, 1.54887, 1.53417)  0.00
H (1.95269, 0.74818, 0.53383)  0.08
H (2.85147, 2.19359, 0.94493)  0.07
H (2.42113, 1.02156, 2.25998)  0.07
H (1.77002, 4.13222, 1.48520)  0.10
H (-0.36954, 5.38306, 1.66917)  0.10
H (-2.48931, 4.14474, 1.73228)  0.11
H (-3.62709, 2.14266, 1.31128)  0.10
H (-3.04172, 1.10045, 2.67849)  0.11
H (-0.35045, 0.46744, 1.51050)  0.12
C (7.46624, -3.35004, 1.81709)  -0.06
C (6.99064, -2.90897, 3.18569)  -0.22
O (5.84844, -2.05216, 3.08885)  0.04
C (4.68832, -2.67986, 2.87049)  -0.61
O (4.54056, -3.87119, 2.77170)  0.12
O (3.73450, -1.76118, 2.77282)  0.01
C (2.43574, -2.28350, 2.46146)  -0.02
H (7.64003, -2.48359, 1.17716)  0.08
H (8.39097, -3.92230, 1.89983)  0.08
H (6.71830, -3.97149, 1.32524)  0.07
H (7.76951, -2.32536, 3.67463)  0.12
H (6.77259, -3.76369, 3.82662)  0.11
H (2.14846, -3.07169, 3.15334)  0.10
H (2.41874, -2.65426, 1.43804)  0.10
H (1.72762, -1.46429, 2.54778)  0.09
C (-4.61343, 1.43167, -3.43872)  -0.06
C (-3.94957, 1.15517, -4.76822)  -0.20
O (-4.04085, 2.28942, -5.65893)  0.01
C (-3.17479, 3.27378, -5.42173)  -0.61
O (-2.33780, 3.30085, -4.56456)  0.15
O (-3.41076, 4.26327, -6.30631)  -0.04
C (-2.60347, 5.42174, -6.10229)  -0.04
H (-5.64180, 1.76965, -3.59135)  0.08
H (-4.61983, 0.53587, -2.81917)  0.08
H (-4.09120, 2.21475, -2.89161)  0.08
H (-4.46388, 0.33967, -5.27561)  0.12
H (-2.90974, 0.85633, -4.63943)  0.13
H (-1.54691, 5.16379, -6.06488)  0.10
H (-2.90230, 5.93075, -5.18688)  0.10
H (-2.77776, 6.08214, -6.94860)  0.09
C (-6.19484, 0.00706, 0.93935)  -0.05
C (-6.58004, 0.49455, 2.31671)  -0.19
O (-7.73070, 1.36587, 2.27448)  0.04
C (-8.90551, 0.76548, 2.15924)  -0.62
O (-9.10803, -0.41994, 2.10714)  0.12
O (-9.85229, 1.71468, 2.10183)  0.00
C (-11.16832, 1.20696, 1.90109)  -0.06
H (-6.05598, 0.84927, 0.26001)  0.09
H (-5.26739, -0.56552, 0.98240)  0.08
H (-6.97350, -0.62696, 0.51300)  0.08
H (-5.77037, 1.08991, 2.73474)  0.11
H (-6.76148, -0.33496, 3.00023)  0.12
H (-11.41323, 0.44454, 2.63829)  0.09
H (-11.26579, 0.80300, 0.89376)  0.10
H (-11.85289, 2.04401, 2.01557)  0.09
C (-2.25068, 2.40291, -9.29195)  -0.05
C (-3.64620, 2.23134, -8.72921)  -0.20
O (-4.64317, 2.42409, -9.75202)  0.05
C (-4.83181, 1.39866, -10.57231)  -0.61
O (-4.26832, 0.33575, -10.53438)  0.12
O (-5.76111, 1.75118, -11.47051)  0.00
C (-6.01043, 0.76078, -12.46573)  -0.05
H (-2.16053, 3.36529, -9.79983)  0.08
H (-1.50898, 2.35106, -8.49412)  0.08
H (-2.02292, 1.62821, -10.02471)  0.07
H (-3.83034, 2.98225, -7.97176)  0.09
H (-3.76803, 1.25924, -8.25386)  0.13
H (-6.23936, -0.20233, -12.01392)  0.09
H (-5.15162, 0.67165, -13.13046)  0.10
H (-6.87040, 1.09667, -13.03972)  0.09
C (6.91872, 6.09296, 3.43157)  -0.07
C (5.75788, 6.11524, 4.40362)  -0.21
O (5.04439, 7.35796, 4.34195)  0.04
C (4.20343, 7.47796, 3.31404)  -0.61
O (3.99445, 6.65022, 2.46888)  0.13
O (3.64211, 8.68757, 3.37655)  0.00
C (2.76800, 8.97747, 2.28366)  -0.04
H (7.56408, 6.95890, 3.58894)  0.08
H (7.50707, 5.18430, 3.55990)  0.08
H (6.56666, 6.13244, 2.40123)  0.07
H (6.12745, 6.03334, 5.42462)  0.12
H (5.07889, 5.27976, 4.23415)  0.13
H (2.02038, 8.19676, 2.16066)  0.09
H (3.34279, 9.09885, 1.36636)  0.10
H (2.26842, 9.91394, 2.51701)  0.09
C (10.21942, -7.02363, 8.06333)  -0.07
C (9.59971, -5.73599, 7.56193)  -0.22
O (9.26939, -5.81938, 6.17019)  0.03
C (8.14555, -6.48319, 5.88950)  -0.61
O (7.40439, -6.98988, 6.68966)  0.13
O (7.99687, -6.49820, 4.56574)  0.00
C (6.86285, -7.24581, 4.11198)  -0.03
H (11.07226, -7.30266, 7.44258)  0.08
H (10.55380, -6.91080, 9.09490)  0.08
H (9.50388, -7.84422, 8.02091)  0.07
H (10.31616, -4.92074, 7.65080)  0.12
H (8.71999, -5.46254, 8.14450)  0.12
H (5.95243, -6.91850, 4.60831)  0.10
H (7.02665, -8.30983, 4.27817)  0.10
H (6.76870, -7.06215, 3.04545)  0.09
C (-3.17233, -7.59060, -0.16414)  -0.07
C (-1.98534, -7.35775, -1.07673)  -0.23
O (-1.94366, -6.01177, -1.54890)  0.02
C (-1.46155, -5.11309, -0.67015)  -0.62
O (-1.06218, -5.37273, 0.43786)  0.11
O (-1.51323, -3.92206, -1.23156)  0.02
C (-1.10116, -2.82749, -0.37496)  -0.02
H (-4.09672, -7.28675, -0.65772)  0.08
H (-3.24583, -8.64455, 0.10920)  0.07
H (-3.08289, -7.00272, 0.74862)  0.07
H (-2.07262, -7.98488, -1.96414)  0.12
H (-1.04750, -7.61722, -0.58381)  0.12
H (-0.11369, -3.02453, 0.04675)  0.08
H (-1.82684, -2.66691, 0.40617)  0.07
H (-1.05539, -1.93596, -0.99100)  0.09

* gap between HOMO and LUMO: 6.89 eV
* total charge: -1
* 2S+1: 1

***

| no. | calculated total energy (eV) |
| --- | --- |
| 1 | -158944.0832 |
| 2 | -86519.5108 |